1.
DFT (the ωB97M-V functional and the def2-TZVPD basis) results for the molecule C3H4F2O2S in a non-equilibrium geometry.

ORCA input file:
```
! wB97M-V def2-TZVPD RIJCOSX def2/J DEFGRID3
* xyz 0 3
C 2.15343 -0.94310 0.13576
C 0.72779 -0.71550 -0.28250
C -1.89141 0.41491 -0.01897
O 0.16285 1.32736 1.48961
O 0.13358 1.72106 -0.98955
F 2.92452 0.01945 0.60256
F 0.01958 -1.67315 -0.82278
S -0.17661 0.90002 0.15469
H 2.64247 -1.90650 -0.07131
H -2.51042 1.29078 0.43966
H -2.13900 0.15031 -1.00099
H -2.04678 -0.58562 0.36383
*
```

Its expectation value of S² is 2.0074. Its LUMO energy (spin up / spin down) is 0.6 / -2.0 eV. As for the largest force on an atom: 4.19 eV Å⁻¹.

Mulliken atomic charges, in units of e: -0.3813 0.4062 -0.9054 -0.5809 -0.5650 -0.1772 -0.2118 1.0262 0.3853 0.2818 0.3696 0.3524



2.
DFT (the ωB97M-V functional and the def2-TZVPD basis) results for a cluster of 7 separate species, C43H43NO27P in total in a non-equilibrium geometry.

ORCA input file:
```
! wB97M-V def2-TZVPD RIJCOSX def2/J DEFGRID3
* xyz 1 1
C 4.88876 -2.53708 1.22619
C 3.46323 -2.06754 1.35666
O 2.60703 -2.36159 0.22670
P 2.62821 -1.53240 -1.11172
O 1.29599 -1.07782 -1.48034
C 3.69785 -0.07080 -0.97699
C 3.98239 0.48107 -2.38334
C 5.45649 0.44721 -2.77765
N 5.86250 1.70581 -3.51729
O 3.18791 -2.43969 -2.28694
C 4.53123 -2.94524 -2.22035
C 4.54240 -4.41231 -1.81879
H 5.53724 -1.84831 0.69376
H 4.93144 -3.53418 0.81154
H 5.28939 -2.61228 2.23191
H 3.02975 -2.62861 2.16904
H 3.39840 -1.02444 1.65063
H 3.07702 0.65843 -0.47064
H 4.59018 -0.18418 -0.37197
H 3.39367 -0.05206 -3.12016
H 3.62913 1.50859 -2.42436
H 6.06102 0.40509 -1.88278
H 5.69439 -0.41955 -3.37638
H 5.06060 2.18515 -3.92787
H 6.31130 2.35915 -2.87541
H 6.55366 1.49474 -4.23703
H 5.15810 -2.35715 -1.55147
H 4.96057 -2.85708 -3.21326
H 5.44576 -4.66473 -1.27731
H 3.70633 -4.58368 -1.15212
H 4.45756 -5.04959 -2.68720
C -3.26346 0.73084 -0.37468
C -3.78318 1.96092 -0.46844
C -2.92668 3.16116 -0.75188
O -3.47425 4.24511 -0.83835
C -1.49556 2.97428 -0.90456
C -0.96740 1.74658 -0.81049
C -1.82952 0.53230 -0.54556
O -1.28538 -0.54738 -0.48755
O 0.33944 1.53344 -0.94202
O -5.07539 2.22115 -0.32389
H -3.86922 -0.14108 -0.17317
H -0.89449 3.85351 -1.09232
H 0.54240 0.57347 -0.86760
H -5.17884 3.18447 -0.44529
C -4.15288 10.34751 -0.45792
C -3.33623 9.77393 0.43464
C -3.00468 8.30057 0.37697
O -2.22771 7.85153 1.20975
C -3.61943 7.49461 -0.65453
C -4.43912 8.07004 -1.54479
C -4.74837 9.54132 -1.51098
O -5.48887 9.98324 -2.36752
O -5.03669 7.40434 -2.52075
O -2.77320 10.45528 1.42529
H -4.39752 11.39968 -0.42773
H -3.38777 6.43943 -0.67359
H -5.56517 8.06197 -3.01424
H -2.23876 9.82380 1.94066
C -0.04979 -4.41251 2.01600
C -1.24777 -4.99519 1.85014
C -1.47977 -6.43996 2.21495
O -2.59870 -6.88890 2.05629
C -0.36361 -7.21014 2.73310
C 0.83065 -6.62477 2.89315
C 1.05583 -5.17822 2.55366
O 2.17145 -4.71703 2.73409
O 1.89214 -7.27090 3.35094
O -2.29229 -4.35242 1.36288
H 0.12911 -3.37815 1.75514
H -0.53696 -8.24964 2.97302
H 2.62059 -6.62208 3.37242
H -3.04745 -4.97517 1.34623
C 1.94127 10.34417 -0.47913
C 0.84463 9.57441 -0.40320
C 0.61100 8.43350 -1.36262
O -0.39857 7.77146 -1.23667
C 1.60469 8.18672 -2.39800
C 2.69563 8.95764 -2.46644
C 2.93779 10.08396 -1.49971
O 3.96894 10.71672 -1.63087
O 3.64861 8.80182 -3.37700
O -0.09089 9.76909 0.51254
H 2.12081 11.16378 0.20188
H 1.41874 7.37778 -3.09016
H 4.30888 9.49960 -3.19156
H -0.78754 9.08730 0.41531
C -4.06449 -3.53390 6.27612
C -3.97605 -4.23982 5.14252
C -4.93974 -4.04900 4.00322
O -4.74690 -4.71598 3.00300
C -6.01977 -3.09556 4.15854
C -6.11570 -2.39171 5.29564
C -5.13089 -2.55728 6.42470
O -5.28489 -1.86267 7.40978
O -7.06563 -1.50038 5.52009
O -3.04907 -5.16235 4.92050
H -3.37590 -3.66176 7.09901
H -6.71622 -2.97942 3.34052
H -6.89812 -1.13952 6.41311
H -3.25036 -5.53109 4.03623
C -0.83645 -7.36239 -3.01358
C -0.07435 -6.66149 -2.16431
C 0.81577 -7.33299 -1.15231
O 1.48862 -6.61539 -0.43104
C 0.82088 -8.77922 -1.08187
C 0.05454 -9.48316 -1.92849
C -0.81675 -8.81463 -2.96110
O -1.46268 -9.53241 -3.69762
O 0.00018 -10.80190 -1.93170
O -0.04155 -5.33640 -2.14340
H -1.47749 -6.89126 -3.74487
H 1.45069 -9.24850 -0.33927
H -0.62589 -11.05041 -2.64095
H 0.57921 -5.08321 -1.43338
*
```

Its LUMO energy is -3.9 eV. For the energy above the lowest of the compared OMol25 structures with the same formula, charge and spin, the calculation gives 38.3 kJ/mol. As for the largest force on an atom: 1.04 eV Å⁻¹.

Mulliken atomic charge list, values in e, 99 entries: -1.1610 -0.2110 0.0072 0.5173 -0.9191 -1.2074 -0.9432 -0.6582 -0.2056 -0.3156 0.0558 -1.2051 0.2640 0.2140 0.4757 0.3923 0.3471 0.5990 0.5960 0.4461 0.6455 0.3654 0.2957 0.3557 0.3720 0.3620 0.1036 0.4054 0.3492 0.1486 0.3683 -1.1710 0.2065 0.9617 -0.5111 -0.9408 0.4785 0.8241 -0.4120 -0.4608 -0.6017 0.4883 0.5860 0.2935 0.3371 -0.9326 0.4930 1.0386 -0.6856 -1.2062 0.1715 0.9891 -0.6261 -0.5844 -0.5694 0.4325 0.7409 0.3684 0.4270 -0.9923 0.4530 1.0825 -0.6802 -1.3156 0.3901 1.3620 -0.7482 -0.6088 -0.7196 0.5258 0.5549 0.3211 0.3403 -0.8661 0.3537 0.8501 -0.4179 -1.2797 0.3801 1.0767 -0.6230 -0.5983 -0.5162 0.4491 0.4430 0.3680 0.3652 -0.8409 0.3343 1.1374 -0.5865 -1.1913 0.3662 1.0638 -0.6118 -0.5745 -0.6114 0.4417 0.4399



3.
DFT (the ωB97M-V functional and the def2-TZVPD basis) results for a cluster of 5 separate species, C13H24Cl4O4 in total in a non-equilibrium geometry.

ORCA input file:
```
! wB97M-V def2-TZVPD RIJCOSX def2/J DEFGRID3
* xyz 0 1
Cl 15.87307 -3.41474 -36.89193
C 14.23831 -3.79535 -37.49074
Cl 13.96866 -5.54469 -37.41557
Cl 13.02885 -2.91757 -36.51979
Cl 14.03284 -3.27899 -39.16948
C 11.36681 0.43932 -35.91413
C 10.89831 0.20563 -37.32357
C 11.58134 1.06490 -38.39908
O 9.98064 -0.52473 -37.60530
H 10.51663 0.34381 -35.24125
H 11.82737 1.42093 -35.81496
H 12.11909 -0.30401 -35.64244
H 12.60770 1.15236 -38.04188
H 11.07096 2.02798 -38.42375
H 11.46874 0.60721 -39.37667
C 15.23497 -7.53607 -42.12477
C 15.46870 -6.35137 -41.20787
C 15.86508 -5.04028 -41.85769
O 15.52434 -6.49902 -40.01450
H 14.74968 -7.19363 -43.04008
H 14.57072 -8.23392 -41.62386
H 16.22728 -7.91447 -42.36476
H 15.98874 -4.29135 -41.08021
H 15.09606 -4.70505 -42.55338
H 16.83717 -5.14287 -42.34088
C 10.83342 -6.66417 -38.52005
C 10.49098 -6.48707 -39.99110
C 11.66024 -6.57677 -40.96153
O 9.38356 -6.19149 -40.35420
H 11.26045 -5.67731 -38.31877
H 11.59751 -7.40952 -38.30620
H 9.93631 -6.89826 -37.95556
H 12.29079 -7.46773 -40.89681
H 12.33729 -5.72713 -40.85106
H 11.28641 -6.63291 -41.98657
C 17.32031 -9.33764 -34.97103
C 16.17728 -8.41578 -35.34145
C 15.20328 -8.84757 -36.42490
O 15.98483 -7.39229 -34.72831
H 18.05167 -8.72392 -34.44125
H 17.81838 -9.72187 -35.85884
H 16.93881 -10.06106 -34.25243
H 15.73292 -8.85067 -37.37998
H 14.51313 -8.00314 -36.47303
H 14.64057 -9.75587 -36.23083
*
```

Its LUMO energy is 0.3 eV. Its SMILES is ClC(Cl)(Cl)Cl.CC(C)=O.CC(C)=O.CC(C)=O.CC(C)=O. As for the largest force on an atom: 1.39 eV Å⁻¹.

Mulliken atomic charges, in units of e: -0.1199 0.2205 0.0259 -0.0996 -0.1118 -0.9353 0.7820 -1.0523 -0.5544 0.3135 0.3384 0.1813 0.3308 0.3021 0.3072 -1.1667 0.8568 -1.1028 -0.4914 0.3251 0.2887 0.3967 0.2322 0.3365 0.3794 -0.7336 0.6608 -0.7855 -0.5581 0.0856 0.2508 0.3364 0.2411 0.1321 0.3701 -1.0870 0.6913 -0.4904 -0.5495 0.3187 0.3338 0.2937 0.2664 -0.1181 0.3589



4.
DFT (the ωB97M-V functional and the def2-TZVPD basis) results for a structure of composition C2HF2I2N in a non-equilibrium geometry.

ORCA input file:
```
! wB97M-V def2-TZVPD RIJCOSX def2/J DEFGRID3
* xyz 0 3
C 0.22966 0.51410 0.74227
C 0.75683 -0.59942 1.18452
N -0.76784 -0.19781 -2.45840
F 1.26319 -1.41656 0.28784
F 0.57132 -1.16395 2.37271
I -1.12606 1.56078 1.89299
I 0.58866 0.82401 -1.59912
H -1.51576 0.47884 -2.42282
*
```

Its expectation value of S² is 2.0216. Its LUMO energy (spin up / spin down) is -0.3 / -4.2 eV. For the energy above the lowest of the compared OMol25 structures with the same formula, charge and spin, the calculation gives 331.8 kJ/mol. As for the largest force on an atom: 4.62 eV Å⁻¹.

Mulliken atomic charges, in units of e: -0.5783 0.7999 -0.6150 -0.1142 -0.1407 0.2398 0.2055 0.2029



5.
DFT (the ωB97M-V functional and the def2-TZVPD basis) results for a structure of composition C16H31As2N3O4STc in a non-equilibrium geometry.

ORCA input file:
```
! wB97M-V def2-TZVPD RIJCOSX def2/J DEFGRID3
* xyz 2 4
Tc 0.23965 -0.07584 0.76200
C 1.99571 -2.94980 0.11306
C 2.10785 -2.81681 1.64287
N 1.15967 -1.83705 2.18424
C 0.11128 -2.34138 3.08388
C -1.27652 -1.78414 2.73937
N -1.43294 -1.46073 1.28960
C -1.68335 -2.62197 0.39796
C -0.44179 -3.46642 0.15365
N 0.64751 -2.63248 -0.35361
H 2.67175 -2.24379 -0.37345
H 2.30889 -3.95992 -0.16922
H 1.95027 -3.78691 2.11361
H 3.12473 -2.50568 1.87897
H 1.69158 -1.09334 2.63722
H 0.09588 -3.42863 3.05511
H 0.32951 -2.06537 4.11633
H -2.05074 -2.49160 3.04371
H -1.43230 -0.85382 3.28307
H -2.29664 -0.92091 1.25046
H -2.48170 -3.24250 0.81157
H -2.01902 -2.21589 -0.55856
H -0.12812 -3.96155 1.06883
H -0.71443 -4.25075 -0.55659
H 0.63532 -2.61699 -1.36336
O 1.86114 2.74497 2.58592
S 1.72900 1.37814 2.25413
O 0.30310 0.84202 2.55300
O 1.69131 1.21028 0.69921
O 2.66389 0.41484 2.76324
C -2.93216 1.89283 0.08123
As -1.00407 2.06492 0.40820
C -1.03373 3.50939 1.67623
C -0.21405 2.77329 -1.21137
C -0.14134 4.14644 -1.40389
C 0.57659 4.65317 -2.47876
C 1.22468 3.78906 -3.34681
C 1.14122 2.41517 -3.16114
C 0.41727 1.90121 -2.09458
As 0.23606 -0.00074 -1.75654
C 1.48039 -0.82972 -3.02156
C -1.42991 -0.40334 -2.71399
H -3.25087 2.79970 -0.43140
H -3.44538 1.83654 1.04085
H -3.19287 1.03111 -0.52919
H -1.71591 4.26388 1.28752
H -0.03704 3.91164 1.81443
H -1.40323 3.14887 2.63427
H -0.62351 4.82885 -0.71655
H 0.64685 5.72275 -2.62173
H 1.80603 4.18252 -4.16954
H 1.66176 1.75945 -3.84581
H 1.30773 -1.90249 -3.08144
H 2.51623 -0.63598 -2.75283
H 1.26051 -0.39849 -3.99593
H -1.49721 0.25830 -3.57510
H -2.29953 -0.24900 -2.07815
H -1.41499 -1.43536 -3.06263
*
```

Its expectation value of S² is 3.7808. Its LUMO energy (spin up / spin down) is -7.2 / -8.3 eV. For the energy above the lowest of the compared OMol25 structures with the same formula, charge and spin, the calculation gives 29.7 kJ/mol. As for the largest force on an atom: 2.64 eV Å⁻¹.

Mulliken atomic charges, in units of e: 0.2421 -0.7891 -0.9338 -0.0170 -0.9026 -0.7111 0.0523 -0.8089 -0.8005 0.1807 0.3681 0.4313 0.3741 0.4081 0.6109 0.4196 0.4232 0.5052 0.4259 0.2753 0.4382 0.2338 0.2640 0.5567 0.3099 -0.5826 1.0874 -0.4523 -0.5374 -0.7097 -1.2398 1.3011 -1.4829 -0.1743 -0.7015 -0.7750 -0.8335 -0.7165 0.4816 1.4382 -1.6258 -1.1540 0.4458 0.4719 0.3506 0.5610 0.5024 0.4293 0.4025 0.4343 0.4387 0.3822 0.5243 0.4376 0.5374 0.4534 0.2823 0.4668



- The highest largest force on an atom belongs to which entry?
  C2HF2I2N



- Which of these has the lowest largest force on an atom?
  C43H43NO27P